A 6-piece molecular cluster, C33H75F2N4O2 overall. Source: the OMol25 dataset; level of theory: the ωB97M-V functional and the def2-TZVPD basis.

Structure (XYZ):
```
116
Properties=species:S:1:pos:R:3:forces:R:3
N -10.694058 3.841195 -6.238962 0.093 0.413 0.612
C -11.030950 2.915547 -7.067586 -0.219 0.444 -0.168
N -11.160371 3.241798 -8.429942 -0.408 -0.596 0.261
F -11.705894 4.504692 -8.525323 0.378 0.355 -0.065
N -11.291124 1.633144 -6.755540 1.303 0.277 -0.511
C -10.209501 0.806851 -6.205111 0.589 -1.786 1.039
O -10.001282 -0.237871 -6.713400 -0.229 0.215 -0.477
N -9.444010 1.218942 -5.054744 -1.386 2.113 -1.017
C -8.176711 1.709609 -5.493054 1.599 -1.860 -0.229
O -7.301840 0.994369 -5.825736 -0.585 0.418 0.133
F -8.033338 3.034776 -5.560057 -0.718 0.404 0.491
H -10.389457 4.740617 -6.582746 -0.110 0.170 -0.128
H -10.672162 3.729573 -5.239361 -0.183 -0.066 0.137
H -10.219248 3.273496 -8.830443 -0.111 0.049 -0.498
H -11.575580 1.179137 -7.623827 -0.447 -0.419 0.229
H -9.967415 1.919065 -4.534860 0.242 -0.086 0.289
C -4.955172 0.975880 -8.804079 0.010 -0.167 0.071
C -4.473299 0.779319 -7.369369 -0.026 0.081 -0.073
C -3.759458 2.003564 -6.798511 0.033 -0.042 0.067
C -2.477803 2.407283 -7.529488 -0.039 0.020 -0.086
C -1.408716 1.318922 -7.603549 0.075 0.070 0.130
C -0.894814 0.882098 -6.234691 -0.006 -0.079 -0.128
H -4.126737 1.152492 -9.490425 -0.025 0.044 -0.024
H -5.485480 0.088252 -9.153972 -0.009 0.025 -0.041
H -5.641246 1.826009 -8.870950 0.047 0.038 -0.024
H -3.824989 -0.098934 -7.317772 0.044 0.032 -0.010
H -5.334583 0.559707 -6.741530 0.143 -0.077 -0.019
H -3.535313 1.820097 -5.743830 0.015 0.011 -0.003
H -4.449364 2.855926 -6.813620 -0.016 -0.008 -0.007
H -2.056837 3.285245 -7.029651 0.023 -0.009 0.001
H -2.723263 2.731617 -8.544998 -0.015 0.007 0.008
H -0.566368 1.703377 -8.183860 -0.024 -0.022 -0.049
H -1.784790 0.448974 -8.148667 -0.022 0.024 -0.024
H -0.470530 1.728930 -5.691370 -0.023 -0.004 0.030
H -0.113572 0.129379 -6.345501 0.017 0.008 0.063
H -1.687270 0.445283 -5.624699 0.015 0.012 0.027
C 2.579020 4.251485 -5.798248 0.133 -0.059 -0.020
C 2.988450 2.970427 -5.077282 -0.146 0.048 -0.054
C 2.192191 2.714929 -3.798873 0.046 -0.082 0.049
C 2.352582 3.776198 -2.709251 -0.025 0.085 -0.064
C 3.788306 4.011020 -2.242990 -0.044 -0.088 0.128
C 4.425229 2.776861 -1.611607 0.082 0.111 -0.062
H 2.756385 5.135341 -5.184049 -0.029 0.010 -0.002
H 3.152235 4.372017 -6.718508 -0.033 0.037 -0.014
H 1.519443 4.226276 -6.064158 -0.012 0.028 0.029
H 4.059275 2.997656 -4.859956 -0.003 -0.016 0.024
H 2.835234 2.125132 -5.753850 0.044 -0.022 0.018
H 2.473745 1.736740 -3.398581 -0.016 0.004 0.016
H 1.129775 2.638785 -4.053140 0.000 -0.001 -0.011
H 1.743320 3.481602 -1.848339 0.022 -0.003 0.017
H 1.935300 4.724834 -3.059473 -0.010 -0.009 -0.010
H 3.783167 4.816087 -1.503622 0.014 0.038 -0.042
H 4.408840 4.360715 -3.072315 -0.034 0.014 -0.021
H 3.842804 2.440472 -0.751094 0.003 -0.037 -0.008
H 5.434881 3.003231 -1.266539 -0.001 -0.052 0.031
H 4.497990 1.951350 -2.321448 -0.011 -0.023 0.027
C 2.983558 -1.251452 4.808397 -0.153 -0.050 -0.012
C 2.595121 -1.694665 3.401180 0.133 -0.030 0.083
C 3.510711 -1.131688 2.315631 -0.056 -0.025 -0.085
C 3.512239 0.393320 2.200283 0.023 0.012 0.083
C 2.144055 1.021196 1.940146 0.060 0.028 -0.155
C 1.518829 0.582374 0.619067 -0.097 0.044 0.112
H 2.912700 -0.168883 4.925923 0.031 0.001 0.016
H 2.319666 -1.706169 5.546093 0.041 0.018 0.047
H 4.005621 -1.556691 5.043988 0.015 0.042 0.002
H 1.554512 -1.419798 3.204064 0.007 -0.002 -0.036
H 2.636689 -2.786485 3.356879 -0.052 -0.001 -0.032
H 3.229273 -1.570842 1.354162 0.010 0.017 -0.009
H 4.535268 -1.465427 2.506934 -0.005 -0.010 0.021
H 4.193787 0.678047 1.392138 -0.017 0.016 -0.011
H 3.932445 0.827972 3.111545 0.010 -0.013 0.000
H 2.261225 2.108481 1.924333 -0.016 0.002 0.056
H 1.458143 0.798698 2.762024 0.030 -0.001 0.025
H 2.168504 0.837590 -0.220842 -0.002 -0.052 -0.022
H 0.560375 1.082320 0.467418 0.003 -0.016 -0.059
H 1.335423 -0.492919 0.594942 0.017 -0.003 -0.022
C -0.699144 -6.565517 6.190418 -0.108 -0.050 -0.088
C -0.774097 -6.165770 4.719657 0.118 -0.014 0.093
C -0.112471 -4.820876 4.423058 -0.036 0.032 -0.094
C -0.742395 -3.619753 5.130654 0.035 -0.029 0.090
C -2.227264 -3.404060 4.845956 0.041 0.122 -0.109
C -2.525846 -3.121701 3.376066 -0.099 -0.064 0.078
H -1.224989 -5.854984 6.829782 0.023 0.004 0.018
H -1.155781 -7.544187 6.344018 0.021 -0.001 0.045
H 0.338435 -6.623876 6.524922 -0.002 0.034 0.025
H -1.818250 -6.156261 4.394781 0.005 0.023 -0.021
H -0.275605 -6.934088 4.122995 -0.035 0.003 -0.033
H -0.122111 -4.653411 3.341961 0.008 0.020 0.004
H 0.943387 -4.873880 4.707353 0.000 -0.017 0.005
H -0.190858 -2.719601 4.838837 -0.015 0.010 -0.006
H -0.601511 -3.718924 6.210577 0.015 -0.004 -0.003
H -2.572153 -2.552918 5.439092 -0.016 -0.039 0.045
H -2.810023 -4.266815 5.179311 0.026 -0.011 0.022
H -1.988202 -2.234629 3.033815 0.031 -0.023 -0.023
H -3.592726 -2.944673 3.229778 0.010 0.019 -0.042
H -2.242816 -3.960159 2.737989 0.020 0.017 -0.017
C 6.614440 0.215153 7.353856 0.131 -0.054 -0.026
C 6.812861 -1.297722 7.335922 -0.123 0.090 -0.039
C 5.716594 -2.060330 8.077976 0.013 -0.098 -0.010
C 5.610249 -1.755807 9.573028 0.007 0.102 -0.016
C 6.884962 -2.009638 10.375822 -0.069 -0.140 0.057
C 7.330297 -3.469282 10.360017 0.093 0.107 0.008
H 6.642108 0.614319 8.368671 -0.027 0.013 -0.002
H 7.402875 0.710772 6.785455 -0.027 0.042 0.002
H 5.656216 0.486613 6.905086 -0.019 0.008 0.037
H 7.794699 -1.544363 7.748588 -0.009 -0.027 0.008
H 6.824775 -1.635610 6.295850 0.038 -0.033 0.012
H 5.875927 -3.132976 7.935256 -0.012 -0.002 0.015
H 4.751920 -1.836884 7.610435 0.006 0.010 -0.014
H 4.800145 -2.361073 9.991883 0.013 -0.009 0.016
H 5.306833 -0.714265 9.712180 -0.008 -0.002 -0.014
H 6.704010 -1.713725 11.412434 0.024 0.055 -0.012
H 7.697757 -1.374763 10.013096 -0.024 0.026 -0.013
H 6.549629 -4.118178 10.762029 -0.009 -0.018 -0.036
H 8.224272 -3.602742 10.970651 -0.008 -0.047 0.000
H 7.570081 -3.807907 9.350990 -0.017 -0.024 0.002
```
Positions in Å, forces in eV/Å.

Results
Charge   +1
LUMO energy   -0.199 Eh
E_HOMO   -11.57 eV
HOMO-LUMO gap   6.15 eV